[1]
DFT (the ωB97M-V functional and the def2-TZVPD basis) results for a molecular structure, C35H55N4OP2SSn.

The HOMO energy (alpha / beta) is -15.94 / -15.50 eV. For the LUMO energy (alpha / beta), the calculation gives -10.376 / -9.319 eV. As for the molar mass: 760.6 g/mol. As for the net charge: +3. Its electronic energy is -80413.763 eV.

Element x y z (Å)
C 2.003 -2.084 -1.395
C 1.877 0.161 -2.157
C 2.908 -2.405 -2.410
C 2.689 -0.179 -3.290
C 3.256 -1.440 -3.363
H 3.317 -3.411 -2.443
H 2.927 0.607 -4.019
H 3.898 -1.700 -4.206
N 1.623 -0.808 -1.199
P -0.151 -2.824 0.347
P 0.961 2.157 -0.328
C 1.476 -3.168 -0.450
H 1.409 -4.111 -1.014
H 2.231 -3.304 0.336
C 1.629 1.577 -1.932
H 1.251 2.132 -2.814
C -0.363 3.591 -0.609
C 2.736 2.900 -0.176
C -1.369 -3.547 -0.891
C -0.110 -3.763 1.994
C -1.766 3.240 -0.086
H -1.779 3.004 0.988
H -2.403 4.128 -0.245
H -2.220 2.400 -0.619
C 0.076 4.854 0.145
H 0.170 4.669 1.225
H 1.011 5.277 -0.232
H -0.694 5.632 0.017
C -0.419 3.794 -2.122
H -1.144 4.588 -2.364
H 0.555 4.091 -2.533
H -0.745 2.864 -2.613
C 2.875 3.534 1.198
H 2.678 2.785 1.980
H 3.905 3.893 1.326
H 2.201 4.380 1.348
C 3.686 1.688 -0.243
H 3.369 0.926 0.485
H 3.720 1.235 -1.241
H 4.707 1.987 0.007
C 2.976 3.871 -1.360
H 2.651 3.421 -2.324
H 2.473 4.844 -1.220
H 4.068 4.033 -1.423
C -1.493 -3.682 2.675
H -1.381 -3.985 3.731
H -1.898 -2.656 2.667
H -2.231 -4.357 2.219
C 0.922 -3.044 2.887
H 1.944 -3.158 2.498
H 0.699 -1.971 3.006
H 0.890 -3.502 3.890
C 0.367 -5.216 1.848
H 0.562 -5.608 2.859
H -0.367 -5.879 1.379
H 1.311 -5.278 1.290
C -1.010 -3.054 -2.311
H -1.773 -3.458 -2.996
H -1.018 -1.963 -2.395
H -0.034 -3.438 -2.639
C -2.795 -3.085 -0.526
H -2.878 -1.989 -0.525
H -3.487 -3.487 -1.285
H -3.122 -3.464 0.453
C -1.315 -5.084 -0.964
H -0.288 -5.460 -1.082
H -1.796 -5.581 -0.110
H -1.874 -5.372 -1.870
Sn 0.139 -0.228 0.743
C 2.029 0.672 2.169
O 2.578 0.247 3.101
N -1.537 -0.033 -1.012
C -1.853 0.333 -2.100
C -2.097 0.693 -3.445
C -3.458 0.509 -3.781
C -1.139 1.037 -4.462
C -3.848 0.604 -5.109
H -4.126 0.236 -2.936
C -1.567 1.120 -5.796
H -0.065 1.171 -4.216
C -2.922 0.919 -6.114
H -4.901 0.420 -5.345
H -0.850 1.342 -6.601
H -3.279 1.011 -7.144
S -2.076 0.268 2.196
C -1.510 0.750 3.756
N -2.023 1.803 4.421
C -1.241 2.574 5.417
C -0.339 1.661 6.237
C -0.466 0.201 5.847
N -0.532 0.035 4.380
H -2.802 2.262 3.965
H -1.960 3.074 6.075
H -0.660 3.362 4.914
H -0.654 1.721 7.283
H 0.694 2.022 6.201
H -1.415 -0.170 6.264
H 0.364 -0.411 6.207
H -0.568 -0.950 4.107

[2]
DFT (the ωB97M-V functional and the def2-TZVPD basis) results for 6 unconnected molecules or ions with the total composition C35H56BF15NO13.

The HOMO energy is -5.53 eV. For the LUMO energy, the calculation gives 1.377 eV. As for the molar mass: 994.6 g/mol. For the energy above the lowest of the compared OMol25 structures with the same formula, charge and spin, the calculation gives 922.7 kJ/mol. As for the net charge: -1. Its electronic energy is -106743.957 eV.

Element x y z (Å)
C 7.858 -4.061 2.075
O 9.151 -3.834 1.410
C 9.009 -3.867 -0.067
C 9.854 -2.644 -0.763
C 9.015 -1.241 -0.941
C 7.661 -1.135 -0.007
C 6.883 0.306 -0.093
C 5.504 0.393 0.814
C 5.300 -0.937 1.808
C 4.093 -0.756 2.901
C 2.582 -0.693 2.274
B 2.265 -1.791 1.092
C 0.662 -2.265 1.235
C 0.330 -3.671 0.461
C 0.451 -3.606 -1.177
C 1.548 -4.683 -1.800
O 2.884 -4.144 -1.500
O 2.616 -1.363 -0.276
C 1.851 -0.173 -0.700
N 1.237 0.991 -0.734
H 7.209 -4.887 1.549
H 7.281 -3.031 2.160
H 8.071 -4.428 3.171
H 9.517 -4.891 -0.410
H 7.884 -3.937 -0.414
H 10.846 -2.499 -0.116
H 10.235 -3.062 -1.813
H 8.804 -1.022 -2.072
H 9.741 -0.376 -0.555
H 6.897 -1.975 -0.343
H 8.025 -1.265 1.114
H 6.570 0.472 -1.217
H 7.661 1.170 0.155
H 5.685 1.298 1.572
H 4.541 0.654 0.202
H 5.269 -1.931 1.188
H 6.312 -0.985 2.439
H 4.228 -1.557 3.770
H 4.278 0.299 3.429
H 1.838 -0.950 3.172
H 2.325 0.427 1.982
H 2.886 -2.796 1.298
H -0.086 -1.402 0.919
H 0.442 -2.460 2.391
H -0.810 -3.938 0.694
H 0.954 -4.602 0.845
H 0.636 -2.514 -1.604
H -0.600 -3.937 -1.638
H 1.382 -5.776 -1.373
H 1.398 -4.673 -2.973
H 2.944 -3.284 -2.025
C -1.141 2.293 -1.940
C -2.427 1.535 -1.667
O -3.565 2.310 -2.077
C -3.885 2.254 -3.409
O -3.260 1.596 -4.236
C -5.139 3.081 -3.696
F -5.122 4.297 -3.078
F -6.273 2.454 -3.268
F -5.319 3.333 -5.022
H -1.169 3.280 -1.469
H -0.279 1.741 -1.556
H -0.999 2.455 -3.013
H -2.531 1.364 -0.591
H -2.428 0.551 -2.150
C 11.276 -5.558 2.940
C 10.390 -6.140 4.025
O 11.000 -7.303 4.604
C 11.937 -7.071 5.579
O 12.266 -5.950 5.958
C 12.467 -8.390 6.141
F 12.748 -9.303 5.168
F 11.566 -8.988 6.974
F 13.613 -8.241 6.862
H 11.522 -6.321 2.193
H 10.779 -4.721 2.441
H 12.224 -5.201 3.354
H 9.440 -6.464 3.587
H 10.152 -5.396 4.795
C -5.126 -1.018 -5.038
C -5.443 -1.955 -6.188
O -4.251 -2.268 -6.926
C -3.465 -3.266 -6.409
O -3.727 -3.878 -5.377
C -2.263 -3.528 -7.316
F -1.664 -2.379 -7.743
F -2.612 -4.214 -8.442
F -1.287 -4.260 -6.710
H -4.609 -0.124 -5.401
H -6.042 -0.714 -4.523
H -4.463 -1.497 -4.311
H -6.127 -1.461 -6.885
H -5.941 -2.868 -5.842
C -6.896 5.583 -0.853
C -6.772 6.646 0.223
O -7.496 7.828 -0.151
C -8.844 7.816 0.103
O -9.435 6.868 0.614
C -9.479 9.148 -0.296
F -9.046 9.596 -1.509
F -9.192 10.138 0.598
F -10.837 9.088 -0.377
H -6.583 5.980 -1.824
H -6.281 4.713 -0.610
H -7.934 5.254 -0.963
H -5.722 6.938 0.329
H -7.103 6.275 1.199
C -12.109 8.523 2.769
C -12.382 7.050 2.531
O -13.502 6.611 3.315
C -14.743 6.863 2.788
O -14.928 7.432 1.716
C -15.837 6.302 3.697
F -15.618 6.575 5.016
F -15.934 4.945 3.601
F -17.073 6.795 3.409
H -11.979 8.723 3.838
H -11.209 8.841 2.237
H -12.948 9.139 2.430
H -11.517 6.460 2.854
H -12.538 6.833 1.468

[3]
DFT (the ωB97M-V functional and the def2-TZVPD basis) results for 10 unconnected molecules or ions with the total composition C35H56BrF10N4O40S9.

The HOMO energy is -12.41 eV. For the LUMO energy, the calculation gives -4.254 eV. As for the molar mass: 1731.3 g/mol. As for the net charge: +1. Its electronic energy is -319782.789 eV.

Element x y z (Å)
C 2.793 2.985 -3.348
C 2.530 1.492 -2.963
C 2.073 0.656 -4.193
C 0.654 1.009 -4.696
O -0.249 1.421 -3.635
C -1.602 1.184 -3.935
C -2.127 1.615 -5.334
C -3.403 2.504 -5.340
C -3.125 4.030 -5.191
F -1.780 4.360 -5.301
N -2.246 2.087 -2.900
C -1.928 1.470 -1.703
N -1.760 2.055 -0.547
C -1.927 3.490 -0.397
F -1.708 3.790 0.861
F -3.141 3.868 -0.727
F -1.026 4.125 -1.126
N -1.809 0.086 -1.903
C -2.372 -0.775 -0.888
F -3.389 -0.218 -0.188
F -2.767 -1.952 -1.345
C -1.216 -1.071 0.200
F -0.845 -2.335 0.112
F -0.141 -0.324 -0.012
F -1.676 -0.828 1.422
C -2.122 -0.165 -3.313
C -1.578 -1.421 -4.048
C -0.207 -1.907 -3.570
O 0.395 -1.520 -2.660
Br 0.597 -3.369 -4.625
C -3.671 -0.225 -3.612
O -4.092 -0.734 -4.576
N -4.580 0.369 -2.668
C -5.919 -0.087 -2.807
O -6.687 0.346 -3.531
F -6.271 -1.062 -1.968
H 3.175 3.508 -2.454
H 1.895 3.495 -3.735
H 3.636 2.988 -4.065
H 3.523 1.096 -2.677
H 1.854 1.402 -2.094
H 2.232 -0.420 -4.019
H 2.769 0.927 -5.008
H 0.262 0.179 -5.318
H 0.769 1.876 -5.377
H -1.372 2.118 -5.955
H -2.394 0.685 -5.875
H -4.176 2.224 -4.609
H -3.870 2.359 -6.334
H -3.502 4.363 -4.204
H -3.703 4.608 -5.935
H -1.647 2.923 -3.000
H -1.517 1.540 0.299
H -2.261 -2.289 -4.017
H -1.481 -1.159 -5.117
H -4.568 1.387 -2.681
C 4.470 -2.651 -2.278
C 5.295 -3.522 -3.200
O 5.499 -2.720 -4.377
S 5.585 -1.175 -3.949
O 6.952 -0.808 -3.843
O 4.660 -0.429 -4.727
O 4.990 -1.329 -2.461
H 3.415 -2.650 -2.567
H 4.560 -2.952 -1.236
H 4.794 -4.453 -3.451
H 6.268 -3.730 -2.763
C 6.667 3.644 -0.458
C 6.225 4.882 0.297
O 6.247 5.930 -0.679
S 5.873 5.323 -2.122
O 4.492 5.555 -2.362
O 6.881 5.699 -3.042
O 6.064 3.766 -1.753
H 7.752 3.624 -0.586
H 6.344 2.726 0.028
H 6.883 5.119 1.129
H 5.200 4.779 0.661
C 8.999 -1.402 0.496
C 9.336 -1.257 -0.973
O 9.737 -2.568 -1.387
S 8.914 -3.664 -0.547
O 7.802 -4.080 -1.332
O 9.832 -4.580 0.021
O 8.360 -2.686 0.601
H 9.897 -1.416 1.108
H 8.337 -0.620 0.845
H 10.132 -0.537 -1.148
H 8.456 -0.973 -1.558
C -5.818 0.406 2.031
C -6.784 0.857 0.951
O -7.950 1.275 1.658
S -7.517 1.894 3.084
O -7.461 3.303 2.967
O -8.258 1.239 4.098
O -6.004 1.328 3.104
H -6.068 -0.595 2.392
H -4.784 0.421 1.695
H -7.026 0.061 0.250
H -6.392 1.720 0.402
C -1.460 -4.439 2.346
C -2.258 -4.125 3.596
O -2.324 -5.363 4.306
S -0.976 -6.204 4.035
O -0.084 -5.980 5.113
O -1.336 -7.500 3.595
O -0.448 -5.351 2.771
H -2.079 -4.939 1.596
H -1.011 -3.554 1.912
H -3.257 -3.757 3.372
H -1.737 -3.400 4.227
C -8.102 -1.593 6.006
C -8.878 -1.284 7.269
O -8.943 -2.532 7.969
S -7.607 -3.381 7.673
O -6.697 -3.185 8.743
O -7.986 -4.670 7.222
O -7.089 -2.521 6.410
H -8.735 -2.081 5.261
H -7.651 -0.704 5.571
H -9.877 -0.907 7.063
H -8.343 -0.569 7.899
C 12.637 2.166 2.281
C 12.439 2.642 0.856
O 11.173 2.093 0.465
S 10.210 2.016 1.751
O 9.358 3.152 1.748
O 9.702 0.690 1.846
O 11.334 2.229 2.875
H 12.976 1.128 2.310
H 13.337 2.789 2.832
H 13.228 2.302 0.189
H 12.367 3.730 0.807
C -9.469 1.085 -1.998
C -10.539 1.555 -2.962
O -11.622 1.971 -2.127
S -11.037 2.566 -0.747
O -10.982 3.979 -0.850
O -11.672 1.904 0.331
O -9.534 1.994 -0.896
H -9.687 0.081 -1.626
H -8.477 1.099 -2.442
H -10.858 0.771 -3.645
H -10.202 2.422 -3.537
C 1.023 -3.671 8.765
C 1.804 -4.556 7.818
O 1.946 -3.780 6.624
S 2.043 -2.224 7.014
O 3.410 -1.846 7.043
O 1.074 -1.512 6.255
O 1.524 -2.349 8.532
H -0.043 -3.678 8.526
H 1.161 -3.953 9.806
H 1.293 -5.493 7.607
H 2.804 -4.767 8.204

- net charge of number 1 (C35H55N4OP2SSn)?
  +3

- net charge of number 1 (C35H55N4OP2SSn)?
  +3